# C23H14CdCl2N2O4S4

A structure of composition C23H14CdCl2N2O4S4 at a distorted geometry (wB97M-V/def2-TZVPD, the Open Molecules 2025 dataset).

Its frontier orbital gap is 4.9 eV. Its HOMO energy is -0.89 eV. The charge is -2. The maximum force comes out at 1.539 eV Å⁻¹. The value obtained for the LUMO energy is 4.01 eV.

CARTESIAN COORDINATES (ANGSTROEM)
Cd1 0.24060 0.72470 0.01140
S1 -2.49720 4.47860 -0.06010
C1 -1.55150 3.11310 -0.01400
S2 -1.14430 2.34670 1.46670
S3 -0.96080 2.38800 -1.46570
O1 3.18850 1.58150 2.77100
S4 2.85600 0.95200 1.50820
O2 2.60930 1.84480 0.40460
N1 1.62620 -0.06250 1.57300
C2 1.37460 -0.90860 2.57750
C3 2.24090 -1.18830 3.63280
C4 1.89760 -2.08710 4.63630
C5 0.69380 -2.75100 4.62950
C6 -0.21570 -2.52290 3.58200
C7 -1.46330 -3.17690 3.48230
C8 -2.28580 -2.90790 2.42070
C9 -1.86870 -1.97370 1.45700
N2 -0.72220 -1.34920 1.52450
C10 0.11010 -1.59990 2.54590
C11 4.29990 -0.04880 1.06260
C12 4.19870 -0.97500 0.04310
C13 5.30920 -1.72370 -0.31230
C14 6.50400 -1.55710 0.37080
C15 6.59110 -0.64700 1.41190
C16 5.48560 0.11620 1.75340
H1 3.18230 -0.66540 3.66830
H2 2.59980 -2.27030 5.44060
H3 0.43130 -3.44640 5.41720
H4 -1.75270 -3.89160 4.24750
H5 -3.24260 -3.40260 2.31190
H6 -2.48960 -1.73880 0.60100
H7 3.25730 -1.08500 -0.47050
H8 5.24510 -2.43520 -1.12360
H9 7.37150 -2.14030 0.08870
H10 7.52260 -0.53300 1.95140
H11 5.51500 0.84340 2.55040
Cl1 2.77200 -2.80360 -6.67940
C17 2.38690 -1.98870 -5.18930
C18 3.29350 -1.04620 -4.68930
C19 3.00490 -0.43400 -3.50270
Cl2 4.09960 0.73420 -2.84950
C20 1.82550 -0.71790 -2.71300
O3 1.68770 -0.22080 -1.57940
C21 0.90250 -1.64570 -3.32370
C22 -0.36130 -1.92180 -2.69450
O4 -0.81170 -1.46210 -1.66130
C23 1.21770 -2.27230 -4.53790
H12 4.19970 -0.80340 -5.22200
H13 -0.98000 -2.65900 -3.27160
H14 0.51900 -2.98780 -4.95390